1.
{"formula": "C4H8Si", "method": "ωB97M-V/def2-TZVPD", "relative_energy_kj_mol": 338.3, "total_charge": 0, "symbols": ["C", "C", "C", "C", "Si", "H", "H", "H", "H", "H", "H", "H", "H"], "positions_angstrom": [[1.79, 0.42, -0.12], [0.75, 0.75, 0.46], [3.12, 0.37, -0.72], [-2.54, -0.90, -0.30], [-1.72, 0.26, 1.15], [3.14, 1.23, -1.48], [3.93, 0.66, -0.06], [3.12, -0.66, -1.17], [-1.90, -1.86, -0.43], [-3.55, -1.05, -0.02], [-2.49, -0.36, -1.24], [-2.30, 1.65, 1.54], [-1.35, -0.51, 2.40]]}

***

2.
{"formula": "C4H8Si", "method": "ωB97M-V/def2-TZVPD", "relative_energy_kj_mol": 105.6, "smiles": "CC#C[SiH2]C", "total_charge": 0, "symbols": ["C", "C", "C", "Si", "C", "H", "H", "H", "H", "H", "H", "H", "H"], "positions_angstrom": [[3.02, 0.00, 0.03], [1.62, 0.34, 0.08], [0.46, 0.49, -0.19], [-1.31, 0.93, -0.08], [-2.09, -0.75, 0.21], [3.00, -1.13, -0.14], [3.46, 0.67, -0.60], [3.57, 0.05, 1.03], [-2.06, 1.39, -1.24], [-1.38, 1.97, 0.98], [-1.73, -1.18, 1.16], [-3.14, -0.53, -0.01], [-1.63, -1.36, -0.66]]}

***

3.
{"formula": "C4H9AlDyNO3", "method": "ωB97M-V/def2-TZVPD", "spin_multiplicity": 6, "total_charge": 2, "e_tot_ha": -1565.04621, "symbols": ["C", "C", "O", "C", "Al", "O", "N", "C", "O", "H", "H", "H", "H", "H", "H", "H", "H", "H", "Dy"], "positions_angstrom": [[-1.90, -0.51, 2.14], [-1.03, 0.35, 1.24], [-1.47, 0.10, -0.11], [-0.95, 0.93, -1.02], [0.93, 0.23, -1.70], [1.53, -1.24, -0.65], [2.19, 1.54, -1.56], [3.01, 1.28, -0.70], [3.78, 0.95, 0.11], [-1.86, -1.52, 1.75], [-2.91, -0.18, 2.00], [-1.59, -0.45, 3.17], [0.01, 0.07, 1.36], [-1.17, 1.39, 1.50], [-0.90, 1.97, -0.72], [-1.55, 0.87, -1.92], [0.85, -0.28, -3.20], [1.29, -2.05, -1.16], [1.75, -3.45, -0.52]]}

***

4.
{"formula": "C4H9B", "method": "ωB97M-V/def2-TZVPD", "relative_energy_kj_mol": 534.2, "total_charge": 0, "symbols": ["B", "C", "C", "C", "C", "H", "H", "H", "H", "H", "H", "H", "H", "H"], "positions_angstrom": [[0.96, 0.29, 0.38], [2.15, -0.54, 0.61], [2.09, 0.36, -0.65], [-2.32, 0.03, -0.60], [-2.01, 0.17, 0.87], [2.90, -0.34, 1.30], [2.18, -1.56, 0.42], [1.83, -0.13, -1.58], [2.89, 1.16, -0.61], [-3.33, -0.09, -0.56], [-2.20, 0.94, -1.14], [-1.76, -0.74, -1.11], [-1.63, 1.08, 1.18], [-1.75, -0.65, 1.49]]}

***

5.
{"formula": "C4H9B3ClO9", "method": "ωB97M-V/def2-TZVPD", "total_charge": -1, "e_tot_ha": -1369.81666, "symbols": ["C", "C", "O", "O", "C", "C", "B", "O", "B", "O", "B", "O", "H", "H", "H", "H", "H", "H", "H", "H", "H", "O", "Cl", "O", "O", "O"], "positions_angstrom": [[3.15, -1.83, -0.57], [2.09, -1.27, 0.34], [1.21, -1.96, 0.81], [2.21, 0.05, 0.56], [0.93, 0.74, 0.57], [0.12, 0.43, -0.68], [-1.20, -0.35, -0.37], [-1.86, -0.30, 0.85], [-1.88, -1.58, 1.39], [-2.23, -2.63, 0.54], [-1.73, -2.50, -0.74], [-1.74, -1.24, -1.32], [2.69, -2.18, -1.49], [3.68, -2.64, -0.08], [3.87, -1.06, -0.83], [1.15, 1.80, 0.60], [0.40, 0.50, 1.48], [-0.16, 1.35, -1.20], [0.67, -0.17, -1.41], [-1.55, -1.77, 2.51], [-1.28, -3.43, -1.32], [-1.23, 5.37, -0.10], [-1.71, 4.02, 0.08], [-2.65, 3.97, 1.17], [-0.59, 3.14, 0.37], [-2.35, 3.56, -1.14]]}

***

6.
{"formula": "C4H9BO", "method": "ωB97M-V/def2-TZVPD", "relative_energy_kj_mol": 159.9, "total_charge": 0, "symbols": ["B", "C", "C", "C", "C", "O", "H", "H", "H", "H", "H", "H", "H", "H", "H"], "positions_angstrom": [[-0.22, -0.15, 0.19], [-1.70, -0.16, 0.46], [-0.43, 1.17, -0.92], [0.32, -1.55, -0.47], [0.98, 0.38, 1.36], [-2.81, -0.02, 0.16], [-1.08, 0.88, -1.79], [0.61, 1.42, -1.20], [-0.86, 2.03, -0.44], [0.37, -2.25, 0.22], [1.32, -1.37, -0.86], [-0.26, -1.90, -1.32], [0.68, 1.34, 1.70], [1.22, -0.33, 2.14], [1.86, 0.50, 0.76]]}

***

7.
{"formula": "C4H9BS2", "method": "ωB97M-V/def2-TZVPD", "relative_energy_kj_mol": 181.3, "total_charge": 0, "symbols": ["B", "C", "C", "C", "C", "S", "S", "H", "H", "H", "H", "H", "H", "H", "H", "H"], "positions_angstrom": [[0.78, 0.18, 0.75], [-0.62, 0.96, 0.38], [-1.18, 0.12, -0.74], [-0.05, -0.69, -1.45], [1.09, -0.52, -0.60], [2.06, 1.21, 1.71], [0.57, -1.69, 1.78], [-1.24, 1.15, 1.29], [-0.54, 2.03, 0.12], [-2.00, -0.56, -0.36], [-1.48, 0.77, -1.58], [-0.46, -1.65, -1.72], [0.25, -0.16, -2.44], [2.13, -0.65, -0.95], [1.19, 1.32, 2.61], [-0.49, -1.84, 1.18]]}

***

8.
{"formula": "C4H9BrClFNO2S", "method": "ωB97M-V/def2-TZVPD", "relative_energy_kj_mol": 0.0, "total_charge": -1, "symbols": ["C", "C", "C", "C", "N", "Cl", "S", "O", "O", "F", "H", "H", "H", "H", "H", "H", "H", "H", "H", "Br"], "positions_angstrom": [[-0.42, 1.68, 2.37], [0.23, 1.03, 1.14], [-0.79, 0.43, 0.16], [-0.64, -1.11, 0.00], [-0.48, -1.40, -1.45], [-1.41, -2.76, -1.98], [1.14, -1.45, -1.93], [1.28, -0.49, -2.95], [1.99, -1.29, -0.80], [1.35, -2.92, -2.54], [0.36, 1.92, 3.09], [-1.17, 1.04, 2.81], [-0.88, 2.62, 2.06], [0.77, 1.80, 0.60], [0.98, 0.29, 1.43], [-0.59, 0.86, -0.82], [-1.82, 0.67, 0.41], [-1.57, -1.56, 0.32], [0.15, -1.51, 0.62], [1.52, 2.15, -2.54]]}

***

9.
{"formula": "C4H9BrN2", "method": "ωB97M-V/def2-TZVPD", "spin_multiplicity": 3, "total_charge": 0, "e_tot_ha": -2841.14737, "symbols": ["C", "C", "C", "C", "N", "N", "Br", "H", "H", "H", "H", "H", "H", "H", "H", "H"], "positions_angstrom": [[0.80, 0.58, 0.30], [-0.39, 0.84, 1.18], [0.81, -0.82, -0.04], [-1.66, 0.38, 0.50], [1.08, -0.70, -2.44], [0.92, -1.24, -1.30], [-2.17, -1.38, 1.19], [0.53, 1.17, -0.60], [1.74, 0.96, 0.72], [-0.34, 0.32, 2.10], [-0.44, 1.91, 1.35], [0.92, -1.50, 0.83], [-2.46, 1.01, 0.73], [1.16, 0.33, -2.33], [-1.58, 0.37, -0.65], [1.10, -2.23, -1.55]]}

***

10.
{"formula": "C4H9BrOS", "method": "ωB97M-V/def2-TZVPD", "relative_energy_kj_mol": 75.9, "smiles": "C=CBr.CCSO", "total_charge": 0, "symbols": ["C", "C", "Br", "H", "H", "H", "C", "C", "S", "O", "H", "H", "H", "H", "H", "H"], "positions_angstrom": [[4.59, -1.18, 0.32], [3.32, -0.83, 0.25], [2.74, 0.89, -0.33], [4.91, -2.12, 0.67], [5.39, -0.59, -0.04], [2.53, -1.42, 0.64], [-3.29, 1.28, -0.20], [-1.94, 0.90, 0.57], [-1.52, -0.90, 0.38], [-1.88, -1.17, -1.17], [-3.42, 2.36, -0.37], [-3.11, 0.72, -1.11], [-3.93, 0.73, 0.48], [-2.03, 1.00, 1.61], [-1.13, 1.41, 0.22], [-1.23, -1.06, -1.91]]}

***

11.
{"formula": "C4H9BrOSi", "method": "ωB97M-V/def2-TZVPD", "relative_energy_kj_mol": 0.0, "smiles": "CC(C)C(=O)[SiH2]Br", "total_charge": 0, "symbols": ["C", "C", "C", "C", "O", "Si", "Br", "H", "H", "H", "H", "H", "H", "H", "H", "H"], "positions_angstrom": [[-1.92, -0.01, -0.78], [-0.58, -0.33, -0.13], [0.44, -0.82, -1.16], [-0.02, 0.88, 0.58], [-0.53, 1.98, 0.53], [1.62, 0.83, 1.59], [2.21, -1.49, 2.09], [-1.80, 0.78, -1.52], [-2.33, -0.89, -1.27], [-2.64, 0.34, -0.03], [-0.71, -1.12, 0.63], [0.76, 0.00, -1.79], [-0.01, -1.58, -1.78], [1.31, -1.26, -0.67], [1.45, 1.44, 2.89], [2.76, 1.29, 0.82]]}

***

12.
{"formula": "C4H9BrOSi", "method": "ωB97M-V/def2-TZVPD", "relative_energy_kj_mol": 57.1, "spin_multiplicity": 3, "total_charge": 0, "symbols": ["C", "C", "C", "C", "O", "Si", "Br", "H", "H", "H", "H", "H", "H", "H", "H", "H"], "positions_angstrom": [[0.16, 0.97, 0.19], [-1.77, -0.33, 1.01], [-0.27, -1.31, -0.89], [-0.38, -0.41, 0.45], [-0.37, 1.91, 0.69], [1.82, 1.56, -0.57], [3.36, -0.43, -0.14], [-2.51, 0.38, 0.52], [-2.03, -1.31, 0.96], [-1.62, 0.04, 1.98], [-0.95, -0.98, -1.66], [-0.63, -2.31, -0.68], [0.73, -1.63, -1.30], [0.15, -0.88, 1.22], [2.48, 2.63, 0.20], [1.82, 2.12, -1.99]]}

***

Number 1: largest force on an atom 3.2 eV/A. Number 2: largest force on an atom 5.0 eV/A. Number 3: largest force on an atom 7.5 eV/A. Number 4: largest force on an atom 3.5 eV/A. Number 5: largest force on an atom 1.3 eV/A. Number 6: largest force on an atom 4.9 eV/A. Number 7: largest force on an atom 4.1 eV/A. Number 8: largest force on an atom 2.1 eV/A. Number 9: largest force on an atom 7.2 eV/A. Number 10: largest force on an atom 3.0 eV/A. Number 11: largest force on an atom 2.4 eV/A. Number 12: largest force on an atom 6.4 eV/A.